1.
{"formula": "C4H7ClN2O", "method": "ωB97M-V/def2-TZVPD", "elements": ["H", "N", "C", "N", "O", "C", "Cl", "C", "C", "H", "H", "H", "H", "H", "H"], "positions_angstrom": [[2.0788, -0.2068, 2.5018], [1.4058, 0.4034, 2.0509], [1.3737, 0.3599, 0.8189], [2.0007, -0.4028, -0.1397], [0.5068, 1.4138, 0.2391], [-0.6954, 1.1174, -0.5001], [-0.2448, 0.6726, -2.1604], [-1.5924, 0.0919, 0.0098], [-1.7574, -1.1095, -0.4127], [2.2143, -1.3658, -0.0999], [1.6884, -0.1521, -1.1531], [-1.2377, 1.9852, -0.6674], [-2.1837, 0.4819, 0.8014], [-2.3741, -1.8668, 0.0534], [-1.1830, -1.4221, -1.3420]], "e_above_lowest_ev": 1.704, "lumo_energy_ha": 0.028, "total_energy_ha": -801.50033, "homo_energy_ev": -9.814, "smiles": "[H]/N=C(\\N)O[C@@H](Cl)C=C", "gap_ev": 10.6}


2.
{"formula": "ArH30O15", "method": "ωB97M-V/def2-TZVPD", "elements": ["Ar", "O", "H", "H", "O", "H", "H", "O", "H", "H", "O", "H", "H", "O", "H", "H", "O", "H", "H", "O", "H", "H", "O", "H", "H", "O", "H", "H", "O", "H", "H", "O", "H", "H", "O", "H", "H", "O", "H", "H", "O", "H", "H", "O", "H", "H"], "positions_angstrom": [[-18.5561, 1.5452, -14.0874], [-18.0175, 0.7161, -10.9189], [-18.9672, 0.8339, -10.8972], [-17.8162, 0.2408, -10.1128], [-18.3454, -1.6456, -15.3494], [-17.8332, -0.9204, -15.7070], [-18.2832, -1.5383, -14.4003], [-17.2267, -1.1635, -12.6996], [-16.2911, -1.0286, -12.8501], [-17.4631, -0.5017, -12.0497], [-19.6132, 4.6203, -15.5252], [-19.0165, 4.3721, -14.8191], [-19.8594, 3.7906, -15.9341], [-20.4052, 2.4076, -16.7350], [-20.7067, 1.5156, -16.5629], [-21.2008, 2.8911, -16.9576], [-15.7484, 4.2812, -15.5670], [-16.7035, 4.3167, -15.5149], [-15.5154, 3.4561, -15.1414], [-17.9915, 2.0520, -18.3448], [-18.9109, 2.2456, -18.1620], [-17.6948, 1.5548, -17.5826], [-21.4217, -1.1909, -13.4293], [-21.2766, -0.7624, -14.2729], [-21.7956, -2.0429, -13.6541], [-21.3570, 2.8930, -12.7479], [-20.4045, 2.9768, -12.7925], [-21.6476, 3.6905, -12.3053], [-20.8083, -0.1589, -16.1449], [-21.2084, -0.8554, -16.6655], [-20.0597, -0.5770, -15.7195], [-18.1631, 4.3871, -13.2343], [-18.7666, 4.9376, -12.7354], [-17.5336, 4.0720, -12.5857], [-22.9368, 1.8334, -15.0548], [-23.6451, 1.5965, -14.4561], [-22.3068, 2.3024, -14.5076], [-16.8510, 3.4007, -10.7029], [-17.4744, 3.8827, -10.1595], [-17.2341, 2.5280, -10.7911], [-16.7488, 0.6534, -16.4466], [-16.3385, 0.8367, -15.6014], [-16.0814, 0.8851, -17.0925], [-15.3755, 1.6441, -13.9694], [-14.4352, 1.5852, -14.1386], [-15.4578, 1.5145, -13.0246]], "e_above_lowest_ev": 0.848, "lumo_energy_ha": -0.024, "total_energy_ha": -1674.11598, "homo_energy_ev": -9.907, "gap_ev": 9.3}


3.
{"formula": "C4H11N3O", "method": "ωB97M-V/def2-TZVPD", "elements": ["H", "N", "C", "N", "C", "C", "O", "N", "C", "H", "H", "H", "H", "H", "H", "H", "H", "H", "H"], "positions_angstrom": [[1.0082, 2.9475, 1.0905], [0.9926, 1.9380, 1.2181], [0.5019, 1.2646, 0.2544], [0.1146, 1.7281, -0.9650], [0.4438, -0.2455, 0.4977], [1.1256, -1.0366, -0.6206], [1.0461, -0.5017, 1.7182], [-1.0391, -0.4350, 0.6177], [-1.7487, -1.2252, -0.3673], [-0.5034, 1.1444, -1.5140], [-0.0501, 2.7204, -1.0472], [2.1696, -0.7300, -0.6516], [0.6756, -0.8590, -1.5937], [1.0747, -2.0948, -0.3793], [1.2656, 0.4416, 2.0797], [-1.2014, -0.7944, 1.5520], [-2.7994, -1.2537, -0.0777], [-1.6850, -0.7483, -1.3467], [-1.3912, -2.2604, -0.4653]], "e_above_lowest_ev": 1.111, "lumo_energy_ha": 0.031, "total_energy_ha": -398.51335, "homo_energy_ev": -8.763, "smiles": "[H]/N=C(\\N)[C@@](C)(O)NC", "gap_ev": 9.6}


4.
{"formula": "C4H8O3", "method": "ωB97M-V/def2-TZVPD", "elements": ["C", "C", "O", "C", "O", "C", "O", "H", "H", "H", "H", "H", "H", "H", "H"], "positions_angstrom": [[-1.4110, -0.0493, -0.6194], [0.0609, -0.2193, -0.7976], [0.4062, -1.5189, -1.0574], [0.9632, 0.7649, -0.7399], [0.5871, 2.0854, -0.6244], [0.2537, 0.7925, 2.4004], [0.5805, 1.8759, 2.2724], [-1.7752, -0.7422, 0.1473], [-1.6397, 0.9762, -0.3247], [-1.9392, -0.2766, -1.5516], [-0.1401, -2.5240, 1.0608], [1.3572, -1.5659, -1.2264], [2.0305, 0.5675, -0.8697], [1.0092, 2.4606, 0.1602], [-0.3432, -2.6269, 1.7701]], "e_above_lowest_ev": 2.903, "lumo_energy_ha": 0.031, "total_energy_ha": -382.85813, "homo_energy_ev": -8.481, "gap_ev": 9.3}


5.
{"formula": "C54H72N11O5", "method": "ωB97M-V/def2-TZVPD", "elements": ["N", "O", "O", "O", "C", "C", "O", "N", "H", "H", "C", "H", "H", "H", "H", "H", "H", "C", "C", "O", "N", "H", "H", "C", "H", "H", "H", "H", "H", "H", "C", "N", "C", "C", "C", "C", "C", "C", "C", "C", "N", "C", "C", "C", "H", "H", "H", "H", "H", "H", "H", "H", "H", "H", "H", "H", "H", "H", "C", "N", "C", "C", "C", "C", "C", "C", "C", "C", "N", "C", "C", "C", "H", "H", "H", "H", "H", "H", "H", "H", "H", "H", "H", "H", "H", "H", "C", "N", "C", "C", "C", "C", "C", "C", "C", "C", "N", "C", "C", "C", "H", "H", "H", "H", "H", "H", "H", "H", "H", "H", "H", "H", "H", "H", "C", "N", "C", "C", "C", "C", "C", "C", "C", "C", "N", "C", "C", "C", "H", "H", "H", "H", "H", "H", "H", "H", "H", "H", "H", "H", "H", "H"], "positions_angstrom": [[-4.0532, -7.2527, -4.7604], [-4.9624, -8.0003, -5.0485], [-4.0146, -7.0030, -3.5449], [-3.2721, -6.7741, -5.5362], [-10.5901, -8.7789, -3.3684], [-11.2133, -9.2354, -4.6293], [-11.5621, -8.5283, -5.5423], [-11.4945, -10.7398, -4.7393], [-11.7840, -10.9492, -3.7946], [-12.2517, -10.9693, -5.3671], [-10.2097, -11.5244, -5.1086], [-10.4421, -7.6997, -3.4066], [-9.6228, -9.2656, -3.2440], [-11.2752, -9.0138, -2.5538], [-9.6370, -11.3868, -4.1914], [-9.8054, -11.1046, -6.0297], [-10.4398, -12.5822, -5.2361], [-7.4476, -4.1834, -9.9736], [-7.1099, -2.8717, -10.6392], [-5.9711, -2.6151, -10.9611], [-8.2800, -1.9401, -11.0032], [-8.9859, -2.4240, -11.5394], [-8.7136, -1.6222, -10.1481], [-7.7035, -0.6985, -11.7298], [-6.5231, -4.7504, -9.8644], [-8.1251, -4.8712, -10.4796], [-7.7816, -4.0390, -8.9461], [-8.5317, -0.1571, -12.1871], [-7.1019, -0.9771, -12.5950], [-7.0565, -0.1270, -11.0644], [-2.1038, -6.4938, -13.5126], [-2.7636, -7.7529, -13.2197], [-2.6480, -8.2336, -11.9556], [-3.0999, -9.5863, -11.6613], [-3.7517, -10.3449, -12.6752], [-3.8823, -9.7061, -13.9563], [-3.2733, -8.5169, -14.2658], [-4.3559, -11.7167, -12.5063], [-3.6314, -12.7260, -11.8350], [-4.2242, -13.9245, -11.5130], [-5.5012, -14.1774, -11.9983], [-6.2052, -13.1933, -12.6066], [-5.6828, -11.9664, -12.9070], [-6.1527, -15.5024, -11.8242], [-2.8074, -5.9085, -14.1046], [-1.2749, -6.8367, -14.1317], [-1.7123, -5.9379, -12.6606], [-2.3641, -7.4758, -11.2404], [-3.1571, -9.9374, -10.6416], [-4.2194, -10.2741, -14.8107], [-3.4424, -7.9990, -15.1983], [-2.6277, -12.5543, -11.4751], [-3.6977, -14.6329, -10.8906], [-7.2267, -13.4275, -12.8675], [-6.2667, -11.1379, -13.2801], [-6.2549, -15.9006, -12.8337], [-7.1644, -15.4148, -11.4280], [-5.6343, -16.1038, -11.0774], [-9.1282, -6.1865, 10.9859], [-8.6442, -6.9689, 9.8737], [-9.3199, -6.8422, 8.7080], [-8.9595, -7.6514, 7.5626], [-7.8457, -8.5016, 7.6241], [-7.2230, -8.5919, 8.8822], [-7.6216, -7.8341, 9.9727], [-7.4191, -9.2255, 6.3954], [-7.3049, -8.5672, 5.1617], [-6.8361, -9.2331, 4.0350], [-6.4234, -10.5205, 4.1406], [-6.4736, -11.1640, 5.3119], [-7.0665, -10.6115, 6.4204], [-5.8362, -11.2177, 2.9894], [-9.2078, -5.1492, 10.6606], [-8.4669, -6.1752, 11.8523], [-10.1565, -6.4488, 11.2344], [-10.2555, -6.3132, 8.8139], [-9.4821, -7.5792, 6.6203], [-6.3503, -9.2229, 8.9633], [-7.1457, -7.8525, 10.9420], [-7.6666, -7.5499, 5.1334], [-6.6715, -8.8821, 3.0270], [-6.2590, -12.2224, 5.3039], [-7.1860, -11.2437, 7.2879], [-5.8304, -10.5619, 2.1188], [-6.4254, -12.1078, 2.7686], [-4.8034, -11.3683, 3.3036], [4.6890, -0.5377, -7.5866], [3.6110, -0.4022, -6.6365], [3.8474, -0.1324, -5.3689], [2.8038, 0.0612, -4.4696], [1.4601, -0.1838, -4.8355], [1.2478, -0.4780, -6.1714], [2.3135, -0.5513, -7.0483], [0.3501, -0.1248, -3.8669], [-0.7097, -0.9592, -3.8715], [-1.6479, -1.0324, -2.8593], [-1.5960, -0.1125, -1.8535], [-0.5837, 0.7036, -1.7658], [0.4459, 0.7093, -2.6829], [-2.6166, -0.0041, -0.7492], [4.4168, -1.2596, -8.3566], [5.6248, -0.8521, -7.1246], [4.7937, 0.3864, -8.1550], [4.8741, 0.0220, -5.0717], [3.0349, 0.3485, -3.4545], [0.2483, -0.5408, -6.5755], [2.3257, -0.7180, -8.1153], [-0.8125, -1.6765, -4.6722], [-2.4588, -1.7455, -2.8753], [-0.4446, 1.2683, -0.8558], [1.3217, 1.3154, -2.5036], [-2.1107, -0.2656, 0.1802], [-3.4232, -0.7002, -0.9796], [-2.8899, 1.0349, -0.5651], [0.7615, -18.4956, -2.9685], [1.1657, -17.1076, -2.9626], [0.8170, -16.2502, -3.9877], [1.0867, -14.8894, -4.0072], [1.8540, -14.3615, -2.9977], [2.1683, -15.1923, -1.9043], [1.8365, -16.5561, -1.8941], [2.0647, -12.9008, -3.0199], [1.5873, -12.1236, -1.9559], [1.5878, -10.7195, -2.1002], [2.1223, -10.0920, -3.1892], [2.6316, -10.8842, -4.1558], [2.6507, -12.2850, -4.1058], [2.1218, -8.6474, -3.3142], [1.0897, -19.0125, -3.8703], [-0.3208, -18.4609, -2.8445], [1.1385, -19.0634, -2.1179], [0.2510, -16.6968, -4.7918], [0.7742, -14.3104, -4.8636], [2.7282, -14.8918, -1.0310], [2.1006, -17.2199, -1.0841], [1.3071, -12.5552, -1.0063], [1.1767, -10.0896, -1.3252], [3.1489, -10.3453, -4.9358], [2.9944, -12.9061, -4.9197], [3.0992, -8.2273, -3.0767], [1.4473, -8.3457, -2.5129], [1.6741, -8.2784, -4.2370]], "e_above_lowest_ev": 0.000, "charge": 9, "lumo_energy_ha": -0.555, "total_energy_ha": -3075.45136, "homo_energy_ev": -18.776, "gap_ev": 3.7}


6.
{"formula": "C4H13NP", "method": "ωB97M-V/def2-TZVPD", "elements": ["C", "C", "N", "C", "C", "P", "H", "H", "H", "H", "H", "H", "H", "H", "H", "H", "H", "H", "H"], "positions_angstrom": [[-1.8893, -1.9986, -0.3044], [-0.4846, -1.4870, -0.6565], [-0.5354, 0.0942, -0.3526], [0.7328, 0.7360, -0.1591], [0.6817, 2.3352, -0.4429], [1.8117, 0.3508, 1.3604], [-2.5131, -1.1741, -0.4527], [-2.2129, -2.7269, -0.9589], [-1.9848, -2.4224, 0.6316], [-0.2905, -1.5254, -1.7228], [0.3792, -1.9230, -0.0145], [-1.3464, 0.0449, 0.3623], [-0.8246, 0.7370, -1.0837], [1.4064, 2.8168, 0.1620], [-0.2900, 2.6686, -0.0416], [0.6981, 2.7267, -1.3984], [1.6164, 0.5169, 2.7533], [2.9080, 1.1718, 1.0634], [2.1370, -0.9415, 1.2552]], "e_above_lowest_ev": 4.575, "charge": 1, "lumo_energy_ha": -0.124, "total_energy_ha": -555.90655, "homo_energy_ev": -11.864, "smiles": "CC[NH2+]C(C)=[PH3]", "gap_ev": 8.5}